A structure of composition C2HCl2F3S in a non-equilibrium geometry, computed with wB97M-V/def2-TZVPD.

Summary:
Energy (Eh): -1694.87959
HOMO (eV): -8.838
Multiplicity: 1
Relative energy (zero: lowest compared OMol25 entry of this formula, charge and spin) (kcal per mole): 61.3
Kohn-Sham gap (eV): 8.52

The geometry in XYZ format:
```
9
Properties=species:S:1:pos:R:3:forces:R:3
C 1.049416 1.145225 0.950681 -2.2 -2.3 0.5
C -1.227314 -1.696632 -0.564501 0.3 -0.6 -0.2
F 0.889380 1.695064 -0.203589 0.9 1.5 -1.6
F -0.059982 1.434634 1.630491 -1.0 -0.9 0.2
F 1.972099 1.596351 1.707983 2.6 0.8 0.2
S -1.211509 -0.790641 -1.973544 0.2 0.1 -0.3
Cl 1.260924 -0.629181 0.570670 0.2 1.1 1.0
Cl -2.762980 -1.695749 0.146743 -0.6 0.2 0.2
H 0.089965 -1.059070 -2.264935 -0.4 0.2 0.1
```
Forces are in eV/Å.